This record from OMol25 describes 14 unconnected molecules or ions with the total composition C50H100O23S3 in a non-equilibrium geometry. The level of theory is the ωB97M-V functional and the def2-TZVPD basis.

Geometry as XYZ:
```
176
Properties=species:S:1:pos:R:3:forces:R:3:mulliken_charge:R:1
C 3.6466 -3.7546 -4.1046 -1.4 -0.2 -0.5 -0.71
C 5.0674 -4.2200 -3.9002 -0.3 -0.5 0.1 -0.88
C 5.1097 -4.2647 -2.3886 0.0 1.8 -0.6 -0.53
O 4.1889 -3.2421 -1.9636 -0.6 0.5 1.5 -0.29
C 3.3114 -2.7266 -2.9999 2.6 -1.7 -1.1 0.76
H 3.0370 -4.6111 -3.8165 -0.3 -0.3 -0.3 0.31
H 3.3139 -3.4236 -5.0883 0.4 -0.1 -0.1 0.30
H 5.8054 -3.5556 -4.3497 0.0 0.0 0.2 0.35
H 5.2956 -5.2537 -4.1598 -0.3 0.1 -0.9 0.37
H 6.1443 -3.9839 -2.1916 -0.1 -0.1 1.2 0.25
H 4.8083 -5.2056 -1.9282 0.2 -0.1 -0.2 0.32
H 3.6663 -1.7283 -3.2562 -0.4 0.2 0.0 0.30
H 2.2373 -2.7695 -2.8194 0.2 0.1 0.7 -0.49
C -6.2058 -3.6962 -1.4446 -2.8 -0.9 0.0 -0.73
C -4.9049 -3.1047 -1.7475 0.5 -0.1 -2.0 -0.12
C -4.6653 -2.2809 -0.5650 2.8 1.5 0.2 0.11
O -5.4797 -2.7437 0.4471 -0.3 0.3 1.6 -0.33
C -6.7214 -2.9374 -0.2038 0.3 -1.2 -0.5 -0.53
H -6.0359 -4.7308 -1.1463 -0.4 -0.1 0.1 0.27
H -6.9519 -3.6873 -2.2392 0.1 -0.1 -0.2 0.36
H -4.9435 -2.4799 -2.6398 0.3 -0.2 -0.2 0.35
H -4.1491 -3.8885 -1.7985 0.1 0.2 -0.5 -0.10
H -4.7192 -1.2120 -0.7716 -0.9 0.4 0.1 0.12
H -3.5905 -2.3755 -0.4098 0.1 -0.2 1.3 0.04
H -7.2194 -1.9798 -0.3557 0.0 0.1 -0.4 0.24
H -7.3988 -3.6095 0.3231 0.2 0.3 0.6 0.37
C -2.5953 4.4383 3.7416 -0.9 0.2 0.9 -0.75
C -2.5463 3.2616 4.7680 -1.4 1.0 -0.6 -0.63
C -1.3297 2.5151 4.2805 0.3 1.4 3.1 0.50
O -1.1375 2.8579 2.9832 0.6 -1.0 -3.3 -0.32
C -2.1099 3.7761 2.4898 0.9 0.4 0.1 -0.21
H -1.9744 5.2546 4.1109 0.6 -0.2 -0.3 0.27
H -3.5350 4.9617 3.5655 -0.5 -0.5 0.3 0.41
H -3.4638 2.6822 4.6642 -0.1 -0.2 0.1 0.17
H -2.4591 3.6277 5.7909 0.0 -0.2 0.0 0.40
H -1.3179 1.4833 4.6319 -0.1 -0.5 -1.0 -0.03
H -0.5135 3.0017 4.8143 0.5 -0.3 0.4 -0.23
H -2.8609 3.2760 1.8783 -0.3 -0.2 0.3 0.15
H -1.6205 4.5026 1.8412 0.3 -0.2 -0.1 0.27
C 3.1998 6.3551 2.4985 0.3 0.4 1.4 -0.81
C 2.5164 5.0504 2.2460 -0.2 -1.1 -0.9 0.23
C 3.5994 4.2431 1.5395 0.1 0.5 0.3 0.00
O 4.2586 5.2390 0.7063 0.1 -1.9 0.3 -0.42
C 4.0941 6.5088 1.2924 -1.3 0.9 -1.2 -0.55
H 3.8013 6.3044 3.4061 0.0 -0.2 0.2 0.30
H 2.4912 7.1661 2.6667 0.1 0.2 -0.3 0.36
H 1.7759 5.1250 1.4496 -0.4 0.5 0.1 0.00
H 2.0217 4.5295 3.0658 0.3 0.2 0.2 0.16
H 3.1111 3.4339 0.9965 0.4 0.2 -0.7 -0.15
H 4.3195 3.7759 2.2112 0.2 0.1 0.2 0.44
H 3.4894 7.0478 0.5630 0.1 0.5 -0.3 0.24
H 5.0263 7.0663 1.3838 0.2 -0.4 0.4 0.33
C 0.4214 -0.1948 -1.6086 0.6 0.3 2.2 3.14
C 0.1098 0.0338 -0.0996 -0.8 0.2 0.2 -0.39
C -1.1746 0.9221 -0.1827 0.2 -2.4 -0.5 0.14
O -1.7673 0.5737 -1.4704 -0.1 -0.2 -1.3 -0.56
C -0.9663 -0.3537 -2.2205 2.2 0.5 1.1 0.87
H 1.0157 -1.1081 -1.6339 0.3 0.2 -0.7 -1.80
H 0.9842 0.7126 -1.8279 0.0 -0.3 -1.1 -0.90
H 0.8784 0.4674 0.5401 0.3 0.6 -0.6 0.42
H -0.0122 -0.9107 0.4308 -0.8 -0.3 -0.2 -0.35
H -0.9561 1.9867 -0.1001 -0.3 0.0 -0.1 -0.30
H -1.9538 0.5389 0.4761 0.3 0.7 0.7 0.33
H -0.8836 -0.2069 -3.2974 -0.8 0.8 0.1 -0.92
H -1.1188 -1.4252 -2.0912 -1.3 -0.1 0.3 0.29
C -3.5991 0.6167 -7.1517 -0.9 1.8 -2.2 -0.99
C -2.9998 0.6888 -5.8135 3.1 -1.1 1.3 0.57
C -3.6033 1.8564 -5.0492 0.5 -0.5 -1.8 -0.17
O -4.8955 1.7088 -5.5327 -2.8 1.6 1.7 -0.46
C -5.0386 1.0783 -6.7440 0.4 -1.7 -1.7 -0.50
H -3.4655 -0.2642 -7.7796 -0.7 -1.1 1.1 0.40
H -3.1090 1.2229 -7.9135 -0.1 1.4 0.5 0.33
H -1.9166 0.7885 -5.8830 0.3 -0.2 0.2 0.01
H -3.2437 -0.2908 -5.4022 0.1 0.1 1.0 0.02
H -3.1775 2.7967 -5.3995 0.2 0.3 -0.3 0.18
H -3.5451 1.9432 -3.9642 -0.3 -0.9 0.0 0.05
H -5.6432 1.6556 -7.4435 0.5 0.5 -0.2 0.34
H -5.6074 0.1527 -6.6558 -0.3 -0.2 0.6 0.24
C -6.0961 2.0380 2.1481 0.1 1.3 -0.2 -0.28
C -7.4704 2.4452 2.8304 1.6 -2.6 0.5 -0.64
C -7.8879 0.9562 3.2163 0.2 1.6 -0.4 -0.52
O -7.3133 0.1129 2.2491 -0.2 -1.1 -1.5 -0.39
C -6.3698 0.7585 1.3667 -0.1 1.3 2.1 0.18
H -5.2810 1.8637 2.8504 -0.4 -0.1 0.6 -0.15
H -5.6874 2.8206 1.5088 -0.2 0.2 -0.2 0.52
H -8.1561 2.9879 2.1797 0.1 -0.2 0.1 0.33
H -7.2570 2.9416 3.7771 -0.3 0.5 -0.3 0.31
H -8.9611 0.7821 3.2931 -0.1 0.0 -0.3 0.30
H -7.4553 0.7125 4.1866 0.1 0.1 0.2 0.25
H -6.7068 1.1221 0.3960 -0.7 -1.0 -0.3 0.20
H -5.4748 0.1384 1.3179 -0.2 -0.1 -0.3 -0.14
C -2.7502 -1.6749 4.2730 0.1 0.7 0.1 -0.13
C -2.4416 -2.3368 2.9452 -0.8 -0.9 -0.6 0.86
C -1.4942 -3.4651 3.3186 0.7 0.8 1.7 0.10
O -1.4775 -3.4994 4.7959 1.1 0.0 -0.1 -0.56
C -2.4797 -2.6716 5.3724 -0.9 -1.1 -0.7 -0.69
H -3.6929 -1.1276 4.2680 0.0 -0.1 0.2 0.57
H -1.9239 -0.9858 4.4479 -0.2 0.6 -0.2 -0.20
H -1.9852 -1.6111 2.2721 0.1 -0.1 -0.1 -0.60
H -3.2934 -2.7667 2.4182 -0.4 0.3 0.2 -0.09
H -0.5208 -3.1202 2.9699 0.4 -0.6 0.3 -0.06
H -1.6819 -4.4977 3.0245 -0.3 0.3 -0.5 0.10
H -2.2359 -2.1534 6.2999 0.9 -0.1 -0.1 0.34
H -3.2625 -3.3631 5.6840 -0.7 0.2 -0.3 0.29
C 5.0984 -0.0405 -1.0409 0.4 -0.3 1.8 0.36
C 4.4081 1.2480 -0.5026 0.2 -1.8 -1.2 -0.19
C 4.0871 1.7684 -1.8796 -1.4 1.3 0.7 0.51
O 5.1755 1.4661 -2.7208 -2.2 1.6 -2.3 -0.50
C 5.9517 0.4616 -2.1800 1.0 0.7 1.9 -0.61
H 4.3713 -0.7380 -1.4567 -0.1 0.0 0.3 -0.70
H 5.6122 -0.4933 -0.1929 0.3 -0.5 -0.4 0.45
H 5.0897 1.8810 0.0657 0.1 0.0 -0.1 0.20
H 3.5311 1.0154 0.1015 0.0 0.1 -0.1 0.05
H 3.7958 2.8110 -1.7518 1.0 0.7 -0.8 0.28
H 3.1391 1.3863 -2.2581 0.0 -0.8 -0.2 -0.56
H 6.7548 1.1192 -1.8474 1.2 -1.1 0.7 0.38
H 6.3386 -0.3000 -2.8571 -0.4 0.1 -0.4 0.30
C -0.2872 3.6307 -4.1141 0.3 0.7 0.5 0.03
C 1.0323 4.1255 -3.4332 1.4 -1.6 0.6 -0.68
C 0.8045 3.9145 -1.8957 -0.4 -0.6 -2.2 0.66
O -0.5658 4.1566 -1.8313 -1.8 1.1 1.4 -0.56
C -1.3339 3.6447 -2.9798 1.7 0.5 1.7 0.25
H -0.1035 2.6098 -4.4487 -0.2 0.1 -0.3 -0.20
H -0.5891 4.2758 -4.9392 0.1 -0.2 -0.1 0.40
H 1.5007 5.0908 -3.6251 -1.1 0.5 -0.1 0.38
H 1.8597 3.4938 -3.7564 0.0 -0.4 -0.1 0.19
H 1.4796 4.5275 -1.2987 -0.7 0.7 0.2 0.13
H 0.9215 2.9110 -1.4865 0.7 -0.6 -0.5 -0.45
H -2.1781 4.3338 -3.0039 0.1 0.0 -0.6 0.24
H -1.6991 2.6632 -2.6775 0.0 -0.2 -0.3 -0.34
C 2.3263 0.8046 4.7650 -0.2 -1.4 0.3 -0.12
C 2.4219 2.2723 5.1783 -0.9 0.0 -2.0 0.62
C 3.6815 2.3790 5.9545 1.0 -0.6 0.3 -0.61
O 4.1717 1.0382 6.1965 -0.4 -0.2 0.4 -0.45
C 3.1706 0.0625 5.8332 0.2 0.8 -0.4 -0.14
H 2.6785 0.6710 3.7422 0.8 0.0 0.2 -0.03
H 1.3564 0.3187 4.6579 -0.5 0.5 0.5 0.27
H 1.5175 2.7025 5.6085 0.2 -0.3 0.4 0.33
H 2.6076 2.8208 4.2548 -0.4 0.2 0.0 -0.70
H 3.5083 2.9935 6.8379 0.4 -0.4 0.5 0.31
H 4.4662 2.8395 5.3544 0.0 0.2 0.1 0.26
H 2.6255 -0.2834 6.7115 -0.6 0.6 0.2 0.28
H 3.6177 -0.8801 5.5176 0.5 0.4 -0.5 -0.08
C 0.1831 -1.7688 -5.4257 0.0 0.6 0.6 0.71
C 0.3167 -1.8409 -6.9342 0.2 0.6 0.1 -0.25
O 1.4912 -1.0018 -7.2271 0.3 0.4 0.2 -0.40
S 2.2522 -0.3835 -5.8996 -0.1 -0.5 0.9 1.04
O 1.7698 0.9449 -5.5222 0.8 -2.4 -1.2 -0.42
O 3.6894 -0.6631 -5.9288 -3.2 0.5 -0.2 -0.58
O 1.5099 -1.4853 -4.9342 0.6 0.4 -0.2 -0.19
H -0.1927 -2.6731 -4.9471 0.4 -0.1 -0.1 0.46
H -0.4584 -0.9518 -5.0956 -0.1 0.1 -0.3 -0.92
H -0.5493 -1.4402 -7.4610 0.1 0.4 0.2 0.24
H 0.4067 -2.8650 -7.2963 0.9 0.1 0.0 0.30
C 6.1988 -4.6649 4.3845 0.2 0.8 2.3 -0.36
C 5.3895 -4.1511 5.6953 1.3 0.0 -0.7 -0.35
O 4.2843 -3.4205 5.2428 -1.9 0.3 -3.6 -0.34
S 4.2339 -3.3610 3.5297 -0.8 -1.6 -0.2 1.17
O 3.9211 -2.0481 3.0233 1.1 -1.3 1.3 -0.38
O 3.4182 -4.4477 2.9800 1.6 1.5 1.4 -0.59
O 5.8380 -3.7731 3.3546 -2.0 0.8 -0.2 -0.34
H 6.0351 -5.7232 4.1816 -0.5 0.2 -0.3 0.31
H 7.2657 -4.5136 4.5485 -0.1 0.0 0.0 0.30
H 5.8414 -3.3314 6.2538 1.2 -0.8 0.2 0.29
H 5.1203 -4.9822 6.3471 -0.2 0.1 -0.2 0.27
C 1.0773 -3.7744 0.1752 2.1 0.2 -1.5 0.79
C 1.5041 -4.9790 -0.7107 0.0 0.5 -0.8 -0.27
O 0.5402 -5.9693 -0.5178 -2.9 -0.8 1.7 -0.54
S -0.9608 -5.2603 -0.1789 0.2 -1.6 1.3 1.07
O -1.7047 -6.0114 0.8455 2.4 1.8 -1.9 -0.59
O -1.6705 -4.9965 -1.3879 0.5 0.2 0.0 -0.55
O -0.3103 -3.8698 0.3579 -1.2 -0.8 0.2 0.05
H 1.3552 -2.9044 -0.4199 -0.6 0.3 -0.1 -0.59
H 1.6579 -3.6173 1.0843 -0.5 -0.8 0.4 0.00
H 2.5174 -5.3624 -0.5915 -0.2 0.0 0.8 0.33
H 1.4216 -4.8263 -1.7868 0.2 1.1 -0.1 0.21
```
Forces are in eV/Å.

Properties
Highest occupied orbital energy in eV: -9.0
Electronic energy in hartree: -4889.67616
Largest force on an atom in eV Å⁻¹: 4.10
HOMO-LUMO gap in eV: 9.21